{"formula": "C23H48AlBCl4F3KLiN2O10S", "method": "ωB97M-V with the def2-TZVPD basis set", "symbols": ["C", "C", "O", "C", "C", "O", "C", "B", "C", "O", "C", "C", "O", "C", "N", "H", "H", "H", "H", "H", "H", "H", "H", "H", "H", "H", "H", "H", "H", "H", "H", "H", "H", "H", "K", "C", "Cl", "Cl", "Cl", "H", "Li", "O", "H", "C", "C", "C", "N", "C", "C", "C", "C", "C", "C", "H", "H", "H", "H", "H", "H", "H", "H", "H", "H", "H", "H", "H", "H", "H", "H", "H", "H", "H", "H", "C", "C", "O", "C", "H", "H", "H", "H", "H", "H", "O", "H", "Al", "Cl", "C", "F", "F", "F", "S", "O", "O", "O"], "xyz": [[4.996620, 0.940002, -0.123652], [4.146148, 1.231802, -1.463107], [4.832577, 2.134464, -2.327194], [4.311949, 2.105970, -3.682340], [2.827640, 2.678788, -3.833680], [2.698840, 4.106971, -3.626467], [2.472447, 4.433576, -2.226023], [0.894184, 4.454278, -1.784181], [0.292919, 2.976218, -1.364130], [-0.643916, 2.419967, -2.342878], [-1.026970, 1.075064, -1.946015], [-0.458904, -0.003737, -2.985414], [0.826221, 5.304059, -0.522569], [-0.371346, 5.941559, -0.412291], [-1.522615, 6.235901, -0.424705], [5.733251, 0.100121, -0.277131], [5.534885, 1.916664, 0.162643], [4.287276, 0.706592, 0.748984], [3.830219, 0.283230, -1.996215], [3.179096, 1.722362, -1.089471], [5.075781, 2.604354, -4.346086], [4.262262, 1.007080, -4.003072], [2.080759, 2.058002, -3.224616], [2.523164, 2.485695, -4.948321], [3.101807, 3.803011, -1.501818], [2.863364, 5.502043, -2.085121], [0.264989, 4.917388, -2.687549], [-0.293374, 3.106069, -0.385676], [1.090905, 2.186524, -1.164134], [-0.678743, 0.829280, -0.889665], [-2.166435, 0.977991, -1.933397], [0.034300, -0.896865, -2.489537], [-1.339189, -0.383992, -3.584617], [0.268464, 0.446699, -3.739529], [1.987897, 3.317992, -6.035642], [-4.436901, 3.179378, -2.951628], [-3.283357, 4.225750, -2.133737], [-4.947938, 1.877050, -1.876573], [-5.859223, 4.093055, -3.532137], [-3.942836, 2.739018, -3.814895], [4.876403, 2.328288, 2.177390], [5.115104, 0.219483, -6.268331], [5.919826, 0.148308, -5.756659], [-3.451852, 2.374337, 2.572876], [-4.027783, 1.285558, 1.676063], [-4.136752, -0.119975, 2.258813], [-2.823936, -0.809859, 2.666094], [-3.132923, -2.317466, 2.722356], [-1.995179, -3.135470, 3.309395], [-1.594319, -2.631752, 4.683998], [-1.257602, -1.151793, 4.631180], [-2.399148, -0.332489, 4.049360], [-1.760718, -0.558527, 1.630473], [-2.366462, 2.298207, 2.662481], [-3.656080, 3.356278, 2.140248], [-3.896249, 2.348376, 3.570686], [-3.481371, 1.265203, 0.727884], [-5.046621, 1.590876, 1.414967], [-4.593095, -0.757862, 1.497646], [-4.793415, -0.134329, 3.131389], [-4.032408, -2.433070, 3.334836], [-3.356216, -2.643552, 1.704627], [-2.310718, -4.181195, 3.384163], [-1.126733, -3.128998, 2.641176], [-0.737188, -3.199223, 5.055303], [-2.415923, -2.798973, 5.388664], [-0.340524, -0.996737, 4.053180], [-1.045895, -0.794466, 5.643475], [-2.096524, 0.709455, 3.973049], [-3.277884, -0.400549, 4.695105], [-1.498096, 0.498287, 1.638310], [-2.158010, -0.850787, 0.657452], [-0.875773, -1.145305, 1.863053], [6.680327, -4.316293, -2.228727], [7.258968, -2.950523, -1.923526], [7.155332, -2.041872, -2.704899], [7.967175, -2.759727, -0.610984], [6.201669, -4.295914, -3.210485], [7.484729, -5.071358, -2.246604], [5.931891, -4.581934, -1.478804], [8.827324, -3.431474, -0.545329], [7.276716, -2.949188, 0.214190], [8.321948, -1.730570, -0.543395], [-6.906170, -1.129507, 2.590899], [-6.820348, -0.176657, 2.654858], [8.575904, -6.562803, -2.272620], [-5.416411, 6.350082, -2.812244], [-5.583042, -5.334104, 2.430463], [-4.602941, -4.856615, 1.621096], [-6.181544, -4.251764, 2.976802], [-6.503914, -5.897020, 1.618852], [-4.916775, -6.508057, 3.703845], [-3.950942, -5.707635, 4.456730], [-4.314157, -7.583515, 2.930551], [-6.077307, -6.913433, 4.476165]], "forces_ev_per_angstrom": [[-0.29, 0.64, -0.33], [-0.93, 0.63, 0.96], [-0.43, -0.76, 0.46], [-0.74, -1.03, -0.32], [0.84, -1.23, 0.12], [0.22, -2.08, -0.21], [0.44, 1.48, 1.58], [0.41, -1.21, -0.54], [-0.65, -0.21, 0.63], [0.42, -1.39, 1.19], [-0.09, -0.46, -0.51], [-0.43, -0.01, -0.19], [-2.99, 2.72, 0.83], [-0.33, -2.04, -0.77], [3.39, -0.32, 0.33], [-0.65, 1.09, 0.45], [-0.26, -1.13, -0.74], [0.61, -0.21, -1.21], [0.65, 0.82, 0.62], [1.07, -0.63, -0.58], [-1.00, -0.38, 0.83], [0.15, 1.41, -0.04], [0.97, 1.03, -0.52], [3.49, -3.38, 7.98], [-0.45, 0.57, -1.30], [-0.37, -1.40, -0.40], [-0.35, 0.25, -0.25], [0.70, -0.27, -0.98], [-0.67, 0.69, -0.13], [-0.27, 0.46, -1.25], [1.42, 0.35, -0.05], [-0.58, 1.09, -0.53], [1.09, 0.23, 0.55], [-0.87, -0.42, 1.20], [-3.06, 4.68, -6.71], [1.08, -0.03, 0.69], [-0.16, -0.33, -0.19], [-0.26, 0.04, -0.21], [-0.13, 0.16, -0.01], [-0.27, 0.12, -0.02], [-0.05, -0.02, -0.40], [-0.80, 0.30, 0.10], [0.40, 0.00, 0.16], [0.02, 0.17, -0.07], [0.17, 0.14, 0.08], [0.20, 0.10, -0.41], [-0.22, -0.05, -0.04], [0.12, -0.16, 0.18], [0.13, -0.12, -0.03], [0.00, -0.13, 0.10], [0.08, -0.16, 0.12], [0.29, -0.10, -0.12], [-0.31, 0.01, 0.47], [0.00, 0.05, 0.10], [0.02, -0.07, 0.05], [0.06, 0.01, -0.02], [-0.06, -0.01, 0.02], [0.01, -0.30, 0.01], [0.02, -0.11, 0.29], [0.18, -0.22, -0.04], [-0.01, 0.10, -0.16], [-0.12, 0.20, 0.12], [-0.28, 0.12, -0.08], [0.00, 0.03, -0.03], [-0.10, 0.02, 0.01], [0.03, -0.04, -0.07], [-0.01, 0.05, -0.03], [-0.10, 0.19, -0.13], [-0.22, -0.01, -0.12], [0.01, -0.06, -0.19], [-0.09, -0.04, -0.06], [0.03, 0.05, 0.11], [-0.14, -0.05, 0.00], [-0.79, 0.44, -0.41], [0.45, 0.85, -0.12], [-0.22, -0.41, 0.01], [-0.07, 0.14, 0.10], [0.15, -0.09, 0.03], [-0.58, 0.80, 0.18], [0.20, -0.28, 0.07], [-0.05, -0.06, 0.20], [0.15, -0.20, 0.07], [0.01, -0.15, -0.07], [0.30, -0.28, -0.12], [-0.30, 0.52, 0.04], [0.74, -1.10, -0.10], [-0.32, 0.09, -0.12], [-0.92, 0.37, -0.31], [0.19, -0.04, 0.09], [0.45, -0.42, 0.03], [0.52, -0.03, 0.41], [0.22, -1.52, 1.15], [-0.20, 0.45, -0.65], [-0.21, 0.84, -0.18], [0.29, 0.64, -0.63]], "charge": 1}


{"formula": "C5H7NO", "method": "ωB97M-V with the def2-TZVPD basis set", "symbols": ["C", "C", "C", "C", "O", "N", "C", "H", "H", "H", "H", "H", "H", "H"], "xyz": [[-0.898642, 0.601048, -1.577037], [-0.613952, 0.353257, -0.288298], [-1.512327, -0.291050, 0.683927], [-0.762393, -0.763446, 1.691033], [0.525514, -0.293108, 1.652361], [0.646192, 0.442572, 0.410209], [1.934074, 0.187132, -0.228003], [-0.104253, 1.014004, -2.317794], [-1.852505, 0.370747, -1.872728], [-2.568663, -0.413598, 0.365026], [-1.169106, -1.391068, 2.490475], [1.826818, -0.812482, -0.511687], [1.910076, 0.766753, -1.029845], [2.639168, 0.229240, 0.532360]], "forces_ev_per_angstrom": [[3.98, 1.33, -0.13], [1.32, -0.77, 1.02], [-0.14, -0.02, -1.15], [-1.22, 0.88, -0.59], [-0.29, -0.84, -0.46], [-1.88, 1.20, 0.36], [-3.23, -2.56, 3.13], [-1.71, -0.83, 1.40], [-2.06, -0.23, -1.01], [0.94, -0.30, 0.90], [1.01, 0.42, 0.04], [0.61, -1.94, -1.01], [0.91, 2.84, -3.30], [1.76, 0.80, 0.80]], "de_lowest_kj_mol": 381.9, "smiles": "C=C1C=CON1C"}


Number 1: HOMO energy -7.96 eV, Kohn-Sham gap 1.10 eV. Number 2: HOMO energy -7.56 eV, Kohn-Sham gap 8.63 eV.